1.
72
Properties=species:S:1:pos:R:3:forces:R:3 method="wB97M-V/def2-TZVPD" de_lowest_kj_mol=313.8 total_charge=0 orbital_gap_ev=10.8998 lumo_energy_ha=0.01415 e_tot_ha=-2061.69777 smiles="COC(=O)OC.COC(=O)OC.COC(=O)OC.COC(=O)OC.COC(=O)OC.COC(=O)OC" multiplicity=1
C 1.59778 -5.30999 2.13159 1.58 1.41 1.59
O 1.64956 -5.53719 0.73407 -0.68 -0.98 0.65
C 2.25334 -4.72054 -0.10959 0.29 2.73 0.32
O 2.88498 -3.68825 0.14149 -1.03 -2.22 -0.20
O 1.91378 -5.13646 -1.32999 0.84 -0.67 1.06
C 2.25460 -4.33650 -2.43550 -0.60 0.19 -0.86
H 1.62910 -4.25867 2.41768 -0.45 0.37 -0.71
H 2.50340 -5.62116 2.65229 0.31 -0.65 -0.48
H 0.79289 -5.74383 2.72492 -0.45 -0.42 -1.23
H 2.98070 -3.53580 -2.29490 -0.04 -0.22 0.54
H 1.27379 -3.93605 -2.69189 0.27 0.42 -0.71
H 2.61249 -5.00981 -3.21439 -0.09 0.10 -0.01
C -1.69296 -1.71453 3.01903 -0.61 0.96 -0.56
O -1.07311 -2.13119 1.78085 0.08 0.35 -0.28
C -0.51313 -1.17239 0.98577 -0.14 -0.08 1.52
O -0.40514 0.00217 1.22572 -0.42 0.07 0.21
O -0.01926 -1.76190 -0.06994 -1.31 -2.07 1.58
C 0.64546 -1.07214 -1.03663 1.17 0.44 -1.32
H -2.35345 -0.87146 2.81634 0.42 0.48 0.02
H -0.96438 -1.44534 3.78376 -0.04 -0.11 -0.15
H -2.42577 -2.44194 3.36828 0.71 -0.69 -0.21
H -0.08451 -0.77102 -1.78800 0.29 0.16 -0.33
H 1.34343 -1.83701 -1.37707 0.10 0.44 -0.69
H 1.22676 -0.21892 -0.68705 -0.21 0.05 0.24
C 7.58613 0.97780 -4.71308 0.73 -1.17 0.18
O 6.29093 1.50870 -4.59779 -0.84 2.04 -0.49
C 5.29895 0.79433 -4.18188 -1.75 -3.78 1.46
O 5.42362 -0.41243 -3.84629 -0.99 3.65 -0.88
O 4.07282 1.52911 -4.17259 3.07 -0.78 0.28
C 2.94883 0.81244 -3.69550 -0.95 -0.42 -0.55
H 7.60491 0.03235 -5.25518 -0.30 0.19 -0.46
H 7.98628 0.67190 -3.74643 -0.01 0.54 0.23
H 8.18921 1.73915 -5.20780 -0.11 -0.16 0.20
H 2.90350 -0.12791 -4.24485 -0.15 -0.19 0.44
H 2.05045 1.38281 -3.93150 0.26 0.30 -0.56
H 2.82440 0.68805 -2.61979 1.02 -0.24 0.15
C -0.19179 7.15706 1.33643 -1.10 1.52 0.13
O 0.26365 5.87528 1.09331 0.50 -2.13 -0.18
C -0.30647 5.11044 0.12743 -0.91 3.49 -1.62
O -1.05473 5.56824 -0.71434 0.04 -0.49 0.64
O 0.17177 3.93118 0.17567 1.11 -2.92 0.27
C -0.12559 2.87668 -0.78179 0.59 -0.27 -0.08
H -1.27783 7.24185 1.29869 -0.16 -0.40 0.34
H 0.09557 7.92392 0.61710 0.68 -0.30 -0.25
H 0.18224 7.42057 2.32576 -0.10 0.06 -0.13
H -1.16790 2.79699 -1.09056 0.03 0.23 0.48
H 0.27541 1.96926 -0.33024 -0.74 0.07 0.59
H 0.48964 2.88986 -1.68147 0.02 1.12 -0.15
C -4.84629 -1.98213 0.36529 -0.54 1.47 -0.23
O -4.17274 -2.52864 -0.75403 0.40 -0.03 -0.22
C -3.89739 -1.78225 -1.84284 -1.51 3.01 -0.34
O -4.33691 -0.60464 -2.09914 2.15 -4.97 0.93
O -3.10588 -2.59585 -2.56409 0.17 0.79 -0.78
C -2.50434 -2.15379 -3.82318 -0.25 0.11 0.86
H -4.36687 -1.05875 0.69029 0.24 0.01 0.00
H -4.87091 -2.66596 1.21373 0.16 -0.34 -0.55
H -5.84971 -1.68041 0.06491 -0.16 -0.23 0.15
H -3.27949 -1.83227 -4.51879 0.18 0.07 0.07
H -1.92893 -2.99327 -4.21341 -0.45 -0.18 0.15
H -1.76718 -1.37747 -3.61820 -0.33 0.30 -0.03
C -4.51040 1.63570 6.40746 -0.61 -0.07 1.53
O -3.95345 2.46328 5.39270 0.08 0.06 -0.22
C -2.79596 2.04924 4.87096 2.17 -1.53 0.87
O -2.16033 1.08037 5.30030 -1.18 1.75 -1.23
O -2.40479 2.88634 3.89055 -2.18 0.70 1.70
C -1.22991 2.74314 3.20649 2.83 -1.77 -2.03
H -3.93373 1.46778 7.31705 1.32 -0.28 -0.68
H -4.88874 0.67714 6.05233 0.13 0.21 -0.25
H -5.28360 2.18033 6.94935 -0.65 0.37 -1.12
H -1.36123 2.09507 2.33997 -0.35 -0.17 -0.07
H -0.37405 2.27555 3.69326 -0.47 -0.23 0.96
H -0.74155 3.61390 2.76902 -1.07 0.90 0.52

---

2.
72
Properties=species:S:1:pos:R:3:forces:R:3 method="wB97M-V/def2-TZVPD" de_lowest_kj_mol=159.0 total_charge=0 orbital_gap_ev=11.2611 lumo_energy_ha=0.02470 e_tot_ha=-2061.75672 smiles="COC(=O)OC.COC(=O)OC.COC(=O)OC.COC(=O)OC.COC(=O)OC.COC(=O)OC" multiplicity=1
C 7.69849 -16.76007 -6.67003 -0.50 -0.03 1.41
O 6.61605 -17.75212 -6.42587 1.37 0.43 -1.83
C 6.59067 -18.67895 -7.44064 -0.27 0.20 2.12
O 7.33057 -18.71205 -8.38774 -0.37 0.02 -0.12
O 5.65554 -19.57004 -7.08092 0.22 0.19 -0.30
C 5.45416 -20.60213 -8.06370 -0.24 -0.02 0.36
H 7.33401 -15.78604 -6.26707 0.36 -0.96 0.15
H 7.83830 -16.59728 -7.72331 0.19 -0.30 -0.37
H 8.64184 -17.12930 -6.16743 -1.11 0.57 -0.61
H 4.64887 -20.28255 -8.70759 -0.19 -0.06 -0.39
H 5.17814 -21.55388 -7.58362 0.27 0.58 0.07
H 6.38977 -20.65072 -8.58370 0.22 -0.63 -0.61
C 7.12911 -21.90722 -15.14539 -2.21 2.40 0.37
O 6.14015 -22.51468 -14.20705 1.24 0.78 -1.38
C 6.47084 -23.75827 -13.97110 -0.56 -0.97 0.80
O 7.25383 -24.41757 -14.60056 0.42 -0.28 -0.13
O 5.78060 -24.21197 -12.90502 0.55 0.15 -0.66
C 6.07492 -25.58683 -12.60694 -0.64 0.12 0.75
H 8.11269 -22.24479 -14.97922 0.94 -0.41 0.46
H 6.99091 -20.82844 -14.88082 0.50 -0.86 -0.24
H 6.89692 -21.97137 -16.21805 -0.42 -0.64 0.48
H 7.13224 -25.72938 -12.28983 -0.85 0.11 -0.22
H 5.80377 -26.20907 -13.45294 0.34 -0.11 -0.19
H 5.33073 -25.78678 -11.82032 0.71 -0.23 0.01
C 3.61084 -13.78796 -14.60179 -1.59 0.28 1.73
O 2.91481 -14.80545 -15.31844 0.01 0.06 -0.77
C 2.19096 -15.70234 -14.64307 1.55 1.68 2.60
O 2.05911 -15.63726 -13.42322 -0.45 -0.68 -1.48
O 1.78788 -16.59466 -15.48254 -0.54 -1.10 -1.15
C 1.16671 -17.78791 -14.98150 1.78 -0.29 1.76
H 4.41260 -14.22114 -13.98874 0.17 0.21 -0.68
H 2.92415 -13.31157 -13.84287 0.49 -0.46 -0.79
H 3.84570 -13.02232 -15.33211 0.58 -0.23 0.00
H 0.19641 -17.54023 -14.64900 -1.46 0.02 -0.21
H 1.68165 -18.08970 -14.01152 -0.30 0.07 -1.52
H 1.24662 -18.55013 -15.76755 -0.24 0.41 0.39
C 6.43204 -17.88143 -11.82249 -0.11 1.99 1.10
O 5.68405 -17.42200 -12.94710 -0.34 -0.89 -0.41
C 5.24896 -18.39700 -13.79284 0.52 2.71 -0.39
O 5.15438 -19.55552 -13.59036 0.18 -1.65 0.86
O 4.96243 -17.80498 -14.96917 0.37 0.27 1.46
C 4.40613 -18.68588 -15.91180 -0.29 0.85 -0.88
H 7.29928 -18.35800 -12.11467 2.37 -0.45 -1.26
H 6.03703 -18.69334 -11.26622 -1.61 -0.22 0.81
H 6.71924 -16.97675 -11.18946 -0.74 -1.34 -0.87
H 3.84972 -18.00872 -16.55824 -0.32 -0.44 -0.11
H 3.83299 -19.44457 -15.43107 -0.73 -0.42 0.21
H 5.17306 -19.15743 -16.48794 0.66 -0.35 -0.37
C 8.05478 -21.25653 -11.51768 1.15 0.05 -0.83
O 8.49805 -22.64627 -11.76027 -0.53 -0.09 0.66
C 9.52182 -22.79826 -12.59242 1.53 1.53 0.62
O 9.93673 -21.87873 -13.27256 -0.21 -0.89 -0.41
O 10.17706 -23.96497 -12.40091 -1.79 -0.01 -0.68
C 11.08423 -24.34117 -13.48124 -1.89 -0.57 0.19
H 7.91480 -20.76505 -12.50581 -0.04 -0.28 0.83
H 8.83323 -20.69944 -10.92902 -0.63 -0.66 -0.60
H 7.13265 -21.30069 -10.95063 -0.05 -0.29 -0.10
H 11.62445 -25.15735 -13.01885 0.15 -0.22 -0.54
H 11.64943 -23.48359 -13.59843 1.73 1.39 -0.66
H 10.55765 -24.56128 -14.46606 0.45 -0.05 1.51
C 2.69045 -21.89705 -12.82834 -0.57 0.37 0.42
O 2.37531 -20.46866 -12.85861 0.01 -0.75 -0.53
C 2.56312 -19.78418 -11.73482 1.23 -1.55 0.81
O 2.86397 -20.30551 -10.67126 -0.65 0.86 -0.69
O 2.49667 -18.49738 -12.02035 -0.88 0.42 0.72
C 1.93424 -17.58912 -11.00881 1.10 -0.39 -0.67
H 3.60293 -22.07818 -12.27412 0.44 0.16 -0.40
H 2.68851 -22.26004 -13.86531 0.26 0.39 0.44
H 1.92825 -22.43053 -12.26060 -0.28 0.14 -0.11
H 1.08851 -17.16586 -11.47616 -0.85 0.68 -0.61
H 2.70080 -16.82674 -10.89715 -0.21 -0.01 0.51
H 1.58414 -18.07377 -10.10629 0.62 -0.36 0.19

---

3.
66
Properties=species:S:1:pos:R:3:forces:R:3 method="wB97M-V/def2-TZVPD" total_charge=+1 orbital_gap_ev=5.6277 lumo_energy_ha=-0.18249 e_tot_ha=-2887.96476 multiplicity=1
C -2.33679 5.71816 -1.89049 -0.31 -0.22 0.08
C -1.03932 4.93289 -1.98736 -0.05 1.49 -0.26
O -1.15759 3.70481 -2.73186 0.68 -1.42 0.44
P -1.45107 2.43698 -1.78016 -0.75 2.22 -1.16
O -2.60021 2.74347 -0.94869 -0.40 -0.61 1.04
C 0.10221 2.13356 -0.87853 0.53 -1.70 -0.69
C 0.01986 0.91667 0.10419 -2.05 2.78 0.28
C -0.98822 1.19678 1.29238 1.48 -1.43 -0.62
B -0.71929 0.24138 2.62792 -0.34 1.35 0.50
C -1.53912 0.97180 3.88165 -0.62 0.18 -0.04
C -2.77938 1.72265 3.46506 0.11 -0.99 0.37
N -2.91892 2.97248 3.41476 0.14 0.67 -0.10
C 0.85846 0.21659 3.04367 -0.04 -0.69 0.52
C 1.51103 -1.15304 2.83924 0.80 1.16 0.28
C 1.77393 -1.28489 1.37483 0.87 -2.76 -1.10
C 1.97898 -2.84249 0.99504 1.11 1.42 -1.67
C 3.24949 -3.12392 0.07941 -1.28 -1.58 0.75
C 3.06658 -4.49960 -0.66215 0.12 0.98 -1.01
C 2.97556 -4.24689 -2.19302 -0.22 -0.84 1.53
O 1.87465 -3.34259 -2.43176 0.66 1.51 -0.01
C 2.27434 -2.24719 -3.25592 -0.61 -0.12 0.05
C -1.40050 -1.21914 2.41933 -0.72 1.07 0.00
F -2.71110 -1.11549 2.10009 -0.30 0.07 -0.39
F -1.40728 -2.01255 3.49632 0.64 -0.68 -0.02
F -0.87750 -1.95824 1.33401 0.03 -0.48 0.05
O -1.67111 1.22955 -2.81104 0.61 0.32 0.92
C -2.66877 0.27113 -2.34791 0.30 -1.33 -0.92
C -2.19161 -1.13436 -2.81162 -0.15 1.10 0.71
H -2.10159 6.74157 -1.59099 0.00 -0.06 0.05
H -3.02173 5.28116 -1.16547 0.08 -0.01 0.04
H -2.87173 5.76688 -2.84027 0.24 -0.05 -0.09
H -0.62816 4.80750 -0.98064 -0.07 -0.38 -0.07
H -0.32322 5.55687 -2.52768 0.09 -0.32 -0.12
H 0.83978 1.83762 -1.65777 0.02 0.48 -0.32
H 0.51699 3.02205 -0.40977 -0.25 0.00 0.19
H 1.06009 0.77537 0.45727 -0.48 0.29 0.54
H -0.39686 0.07465 -0.50064 -0.37 0.05 0.54
H -0.86083 2.25435 1.52920 -0.22 -0.02 0.07
H -1.98255 1.02241 0.88350 -0.09 0.38 0.03
H -0.90195 1.70440 4.39563 0.14 -0.11 -0.18
H -1.84528 0.25283 4.65358 0.15 -0.08 -0.12
H -3.65206 1.11538 3.20440 0.05 0.03 -0.11
H -2.03565 3.40028 3.71398 -0.14 0.17 -0.01
H 1.44155 0.95819 2.46834 0.01 -0.06 0.06
H 1.02123 0.51114 4.08283 -0.24 0.03 -0.01
H 2.46456 -1.18691 3.38500 0.07 -0.17 -0.30
H 0.97298 -2.03748 3.17696 -0.44 0.34 0.06
H 2.70733 -0.68890 1.05320 -0.91 -0.35 0.35
H 0.86912 -0.95591 0.78106 0.42 -0.54 2.69
H 2.09893 -3.44564 1.88876 -0.15 0.12 0.12
H 1.09960 -3.21331 0.45343 -0.08 0.06 0.28
H 3.47532 -2.34309 -0.67810 0.11 -0.07 0.43
H 4.07981 -3.27394 0.76612 0.33 0.69 -0.24
H 3.92273 -5.15103 -0.48859 -0.04 -0.03 0.03
H 2.16740 -5.02280 -0.33595 0.04 0.07 0.12
H 3.93982 -3.83920 -2.50466 -0.21 0.15 -0.34
H 2.76528 -5.18059 -2.71426 0.10 0.11 -0.16
H 1.61873 -1.34642 -3.07211 0.10 -0.76 -0.65
H 3.30767 -1.93232 -3.06447 0.00 -0.13 -0.14
H 2.12630 -2.49935 -4.30659 0.18 0.26 -0.07
H -3.60714 0.51410 -2.83824 -0.08 0.18 0.31
H -2.77080 0.26335 -1.26544 -0.10 0.44 -0.02
H -2.35170 -1.82238 -1.98102 -0.13 -0.32 -0.34
H -2.70510 -1.42719 -3.72224 0.18 -0.31 0.03
H -1.11620 -1.04654 -3.00308 0.05 -0.22 -0.17
Yb 1.45007 -0.67560 -0.98268 1.40 -1.31 -2.02

---

4.
74
Properties=species:S:1:pos:R:3:forces:R:3 method="wB97M-V/def2-TZVPD" de_lowest_kj_mol=93.4 total_charge=0 orbital_gap_ev=9.1496 lumo_energy_ha=-0.01832 e_tot_ha=-10602.72084 multiplicity=1
O 14.49660 22.72935 13.22493 0.18 0.28 0.39
C 13.94806 23.60239 13.83299 0.34 -0.76 -0.43
O 12.62612 23.81781 13.66994 -0.78 0.24 -0.77
C 12.18021 24.93532 14.42202 0.24 -0.71 1.60
C 13.17958 24.97735 15.58698 0.76 0.99 -0.94
C 14.47150 24.57598 14.85861 0.22 0.05 0.02
H 11.18687 24.71091 14.78971 -0.31 0.08 -0.19
H 12.17550 25.89229 13.89921 0.12 -0.21 -0.46
H 12.99285 24.23224 16.35604 -0.40 0.29 0.18
H 13.22213 26.01687 15.91125 0.05 -0.27 0.76
H 15.26564 24.14456 15.46442 -0.22 -0.23 0.08
H 14.96633 25.38766 14.31736 -0.30 0.20 -0.02
O 13.34036 19.46247 10.58045 -0.13 0.08 -0.10
C 12.66735 19.17582 11.52664 0.58 -0.07 0.10
O 11.34552 18.96695 11.44372 -0.56 -0.50 0.07
C 10.80917 18.57544 12.72083 -1.43 1.52 0.29
C 11.97165 18.25279 13.63542 0.12 -0.81 0.19
C 13.13710 18.96642 12.95225 -0.13 0.22 0.05
H 9.99394 17.85812 12.61533 0.66 -0.70 -0.40
H 10.21087 19.41732 13.11265 0.75 0.10 -0.32
H 12.07440 17.16839 13.71758 0.39 0.02 -0.25
H 11.79042 18.58029 14.65792 -0.03 0.25 -0.06
H 14.11618 18.49463 12.92854 -0.13 -0.23 0.17
H 13.27848 19.95583 13.39091 0.05 0.13 -0.07
O 12.33701 23.19890 10.81981 -1.31 0.13 -0.29
S 10.89913 23.18713 10.93624 1.22 0.49 -0.19
O 10.27600 22.23369 11.81008 -0.10 0.57 -0.16
O 10.40951 24.67476 11.43449 -0.02 -1.57 0.08
C 11.08548 25.82103 10.91638 0.38 0.23 -0.87
C 10.01384 26.77732 10.40636 0.74 0.07 0.38
C 10.11324 23.10873 9.30790 0.00 -0.08 1.29
H 11.79692 25.54165 10.13387 -0.20 -0.18 -0.08
H 11.72368 26.23318 11.69945 -0.32 0.16 0.15
H 9.43911 26.35228 9.58563 -0.17 -0.23 0.23
H 10.46797 27.68492 10.00531 0.05 0.07 0.22
H 9.40275 27.01841 11.27538 -0.38 0.19 -0.32
H 10.38947 23.99559 8.74552 0.11 -0.13 -0.12
H 9.04809 23.08976 9.53488 -0.05 0.04 -0.20
H 10.41878 22.16768 8.85848 0.14 0.10 -0.12
O 12.87265 15.64410 21.15995 0.95 1.26 -0.17
S 13.78727 16.61622 20.60957 -0.38 -0.11 -0.45
O 14.67160 16.23432 19.54099 -0.12 0.17 0.53
O 12.85955 17.83583 20.05701 0.13 -0.88 1.05
C 13.48249 18.82413 19.22574 0.35 -0.25 -0.58
C 12.95384 20.20715 19.56624 0.75 -0.47 0.16
C 14.75158 17.50103 21.88647 -1.63 -0.18 -0.16
H 13.28433 18.53809 18.18962 -0.18 0.12 0.04
H 14.56477 18.71741 19.33522 0.00 0.39 -0.01
H 11.87307 20.18309 19.67880 0.00 0.16 -0.08
H 13.27005 20.89537 18.78299 -0.22 0.05 -0.05
H 13.43455 20.55795 20.48082 -0.28 0.02 0.15
H 15.00229 18.46283 21.44715 0.50 -0.16 -0.02
H 15.56853 16.92097 22.30010 0.13 -0.06 -0.42
H 14.02215 17.70121 22.67237 0.05 -0.07 0.06
O 5.75213 21.75042 13.21159 -0.79 1.23 -0.99
S 5.93985 22.91903 12.38373 1.61 0.97 0.42
O 5.83864 22.92440 10.94418 -0.05 -0.49 0.79
O 5.00373 24.14082 12.90343 0.16 -1.90 0.94
C 4.98403 25.33786 12.18234 -0.19 2.08 -0.76
C 4.45266 26.46303 13.07730 -0.25 -0.54 0.21
C 7.57996 23.52966 12.89387 -0.61 -0.35 -0.58
H 4.33100 25.27188 11.30891 0.17 -0.36 -0.01
H 5.97770 25.65546 11.84872 0.06 -0.45 -0.13
H 5.19755 26.80019 13.79720 -0.04 -0.11 0.08
H 3.57308 26.09058 13.60510 0.06 0.07 0.15
H 4.12020 27.32785 12.50420 0.18 -0.09 -0.24
H 7.96510 24.33222 12.26762 -0.30 0.07 -0.05
H 8.23810 22.67383 12.75160 -0.02 0.00 0.17
H 7.51958 23.83102 13.93618 -0.05 -0.12 -0.01
C 10.08808 21.81183 15.43133 -0.61 -0.08 0.38
Br 8.82766 20.36261 15.07185 0.38 0.55 0.38
Br 11.66808 21.19662 16.43059 -0.82 0.41 -0.67
Br 9.13356 23.25687 16.37897 0.52 -0.51 -0.13
H 10.35159 22.24379 14.47106 0.41 -0.21 0.05

---

> What is the multiplicity in the fourth record?

1